Entry 1:
Here is one molecule with the formula C22H23N3O5S from OMol25. Energies are from ωB97M-V with the def2-TZVPD basis set.

Summary:
lowest unoccupied orbital energy: -0.16 eV
HOMO energy: -0.3130 Ha
orbital gap: 8.4 eV
relative energy (zero: lowest compared OMol25 entry of this formula, charge and spin): 2.414 eV

Each line ends with the natural charge from an NBO analysis.
Geometry (Å):
C 3.58594 1.39709 1.87417  -0.40
C 4.80677 1.13064 1.44946  -0.19
C 5.19537 0.12617 0.40329  -0.28
N 4.11721 -0.44585 -0.37133  -0.70
C 3.36126 -1.50981 0.13701  0.23
C 3.41686 -1.85572 1.48780  -0.28
C 2.67352 -2.91744 1.97215  -0.19
C 1.85892 -3.65271 1.13103  -0.23
C 1.80928 -3.32268 -0.21263  -0.17
C 2.55594 -2.27166 -0.71029  -0.29
S 3.61105 0.48932 -1.67247  2.34
O 3.20194 -0.34252 -2.76147  -0.92
O 4.65054 1.44412 -1.92227  -0.94
C 2.17634 1.37195 -1.05443  -0.35
C 2.30747 2.73071 -0.78658  -0.14
C 1.23979 3.43433 -0.28188  -0.27
C 0.02923 2.77706 -0.02558  0.27
N -1.04386 3.45684 0.48317  -0.54
C -2.21365 2.83474 0.72931  0.13
C -2.42078 1.50823 0.51287  -0.33
C -3.79798 1.00292 0.83528  0.67
O -4.65335 1.75739 1.26884  -0.66
N -3.97629 -0.31093 0.63619  -0.61
C -5.26291 -0.94434 0.75077  -0.24
C -5.63763 -1.66132 -0.54424  -0.06
O -5.80309 -0.70514 -1.56306  -0.54
C -6.10546 -1.27368 -2.80848  -0.24
C -1.35343 0.67604 -0.01902  0.59
O -1.44136 -0.53023 -0.23423  -0.63
C -0.09880 1.40285 -0.29096  -0.22
C 0.99508 0.71261 -0.82200  -0.12
H 3.40420 2.14489 2.62722  0.21
H 2.71783 0.87920 1.50258  0.20
H 5.65377 1.66407 1.86157  0.21
H 5.84916 0.62522 -0.31697  0.26
H 5.76915 -0.68756 0.86230  0.22
H 4.02965 -1.29384 2.17384  0.22
H 2.73239 -3.16336 3.02252  0.21
H 1.27501 -4.47465 1.51595  0.21
H 1.18783 -3.89207 -0.88717  0.22
H 2.52722 -2.04112 -1.76128  0.25
H 3.25506 3.20227 -0.99080  0.25
H 1.32386 4.49172 -0.07815  0.22
H -0.94915 4.44691 0.66284  0.41
H -3.02688 3.43019 1.12192  0.25
H -3.20213 -0.83600 0.23597  0.43
H -5.25574 -1.67094 1.57157  0.19
H -5.99044 -0.15775 0.96507  0.24
H -4.84285 -2.37433 -0.81964  0.16
H -6.57062 -2.22869 -0.39606  0.17
H -5.30239 -1.94015 -3.14874  0.16
H -7.04201 -1.84513 -2.76952  0.16
H -6.21332 -0.44882 -3.50946  0.20
H 0.88650 -0.33898 -1.03595  0.26

Entry 2:
Here is C15H34BFI2O2S as an isolated structure from OMol25. Energies are from ωB97M-V with the def2-TZVPD basis set.

Summary:
lowest unoccupied orbital energy: -0.89 eV
HOMO energy: -0.3603 Ha
orbital gap: 8.9 eV

Each line ends with the natural charge from an NBO analysis.
Geometry (Å):
C 2.17258 -2.71811 -2.97481  -0.66
C 0.65755 -2.74602 -3.07997  -0.25
I -0.12154 -3.44749 -4.97159  0.31
C -0.13458 -1.46526 -2.88556  -0.72
I 0.78104 0.29797 -3.69281  0.12
B -1.49525 -1.71633 -3.66332  0.13
S -2.73606 -2.91112 -2.86570  2.18
O -3.76485 -3.32567 -3.76304  -0.89
O -2.07948 -3.82649 -1.97696  -0.93
F -3.41521 -1.85507 -1.86994  -0.50
H 2.53406 -3.64353 -2.52203  0.23
H 2.66393 -2.60225 -3.94170  0.23
H 2.47415 -1.87909 -2.34249  0.24
H 0.22857 -3.48098 -2.39721  0.26
H -0.23527 -1.27288 -1.81292  0.27
H -1.93075 -1.08415 -4.55864  -0.01
C -0.94743 -1.03398 4.46795  -0.61
C 0.40840 -1.37780 3.86062  -0.40
C 0.57737 -0.87803 2.42698  -0.40
C -0.42334 -1.45644 1.42468  -0.40
C -0.42972 -2.97887 1.31922  -0.41
C 0.90652 -3.55696 0.86467  -0.60
H -1.76693 -1.49304 3.91282  0.20
H -1.01739 -1.38086 5.49953  0.21
H -1.11013 0.04636 4.46745  0.20
H 0.56167 -2.46010 3.89766  0.19
H 1.19956 -0.94090 4.47548  0.20
H 1.59672 -1.09036 2.09218  0.20
H 0.48249 0.21374 2.41958  0.20
H -0.19598 -1.02981 0.44062  0.19
H -1.43077 -1.11007 1.67074  0.21
H -1.20551 -3.27619 0.61327  0.22
H -0.70902 -3.41987 2.28027  0.20
H 1.19692 -3.14265 -0.10620  0.18
H 0.85499 -4.64154 0.76152  0.21
H 1.70992 -3.32970 1.56738  0.20
C 1.34913 5.81540 -0.67362  -0.61
C -0.05696 5.30988 -0.36931  -0.40
C -0.15313 4.51519 0.93220  -0.40
C 0.70131 3.24661 0.97269  -0.40
C 0.41885 2.25282 -0.15186  -0.40
C -1.00283 1.70600 -0.14474  -0.61
H 2.05624 4.99315 -0.79495  0.20
H 1.36778 6.40067 -1.59378  0.21
H 1.71640 6.45229 0.13430  0.20
H -0.41368 4.70007 -1.20434  0.19
H -0.73976 6.16111 -0.30677  0.20
H -1.20001 4.25668 1.11341  0.20
H 0.14490 5.16066 1.76468  0.20
H 0.53846 2.74930 1.93479  0.20
H 1.76072 3.51597 0.95041  0.20
H 1.11411 1.41296 -0.05010  0.20
H 0.64146 2.70426 -1.12252  0.20
H -1.20345 1.20741 0.80596  0.20
H -1.13803 0.97395 -0.94449  0.20
H -1.75872 2.47918 -0.28969  0.21

Entry 3:
Here is C24H25BrCoNO2Sb as an isolated structure from OMol25. Energies are from ωB97M-V with the def2-TZVPD basis set.

Summary:
lowest unoccupied orbital energy (alpha / beta): -0.26 / 0.26 eV
HOMO energy (alpha / beta): -0.2864 / -0.2836 Ha
orbital gap (alpha / beta): 7.5 / 8.0 eV
relative energy (zero: lowest compared OMol25 entry of this formula, charge and spin): 0.064 eV
multiplicity: 2

Each line ends with the Mulliken spin population.
Geometry (Å):
Co -0.34325 0.24511 0.91719  1.09
Br -0.16499 0.78631 3.57325  0.04
C 0.09688 2.62333 3.14055  -0.01
C 0.32831 3.47694 4.17559  -0.01
C 0.50439 4.85130 3.90579  0.00
C 0.42758 5.31042 2.62563  0.00
C 0.18154 4.42778 1.54293  0.00
C 0.08928 4.91154 0.21522  0.00
C -0.15203 4.05086 -0.81416  0.00
C -0.28346 2.66414 -0.57194  0.00
C -0.18655 2.13772 0.69009  -0.10
C 0.02245 3.03385 1.78246  -0.02
H 0.36521 3.10678 5.19073  0.00
H 0.68854 5.53185 4.72674  0.00
H 0.54929 6.36589 2.41252  0.00
H 0.20470 5.97440 0.03861  0.00
H -0.23905 4.42526 -1.82713  0.00
H -0.45654 1.99581 -1.41027  0.00
C 3.09758 1.60258 -1.87814  0.00
C 3.10155 0.22620 -1.21462  -0.01
Sb 2.17748 0.19861 0.71662  0.01
C 3.22138 1.82257 1.62960  0.00
C 4.73980 1.66896 1.58429  0.00
C 3.23276 -1.46435 1.56697  -0.01
C 2.88014 -1.67516 3.03943  0.00
H 3.60060 1.56151 -2.84625  0.00
H 3.61730 2.34332 -1.26765  0.00
H 2.08387 1.96803 -2.04180  0.00
H 4.12041 -0.14137 -1.07773  0.00
H 2.56739 -0.50683 -1.82012  0.00
H 2.85710 1.90070 2.65478  0.00
H 2.89000 2.72247 1.10967  0.00
H 5.07483 0.80505 2.16042  0.00
H 5.22646 2.55106 2.00467  0.00
H 5.10504 1.54806 0.56257  0.00
H 4.30137 -1.28775 1.43564  0.00
H 2.97376 -2.34030 0.97001  0.00
H 3.12491 -0.79792 3.64178  0.00
H 3.42356 -2.52578 3.45460  0.00
H 1.81400 -1.86751 3.16978  0.00
O -1.35589 -0.41472 -1.27783  0.02
C -2.34497 -0.34771 -0.55340  0.00
N -2.22061 -0.17016 0.79942  0.02
C -3.47574 -0.05470 1.38280  0.00
O -3.71537 0.14237 2.54796  0.00
C -4.48911 -0.22862 0.27271  0.00
C -5.86528 -0.22234 0.30270  0.00
C -6.53548 -0.39573 -0.90725  0.00
C -5.83572 -0.56823 -2.09898  0.00
C -4.44267 -0.57358 -2.11724  0.00
C -3.79327 -0.40239 -0.91290  0.00
H -6.39873 -0.08444 1.23421  0.00
H -7.61763 -0.39468 -0.92486  0.00
H -6.38479 -0.69874 -3.02250  0.00
H -3.88701 -0.70620 -3.03663  0.00

Q: Which formula does entry 3 have?
A: C24H25BrCoNO2Sb

Q: What is the formula in the second record?
A: C15H34BFI2O2S